1.
A 3-piece molecular cluster, C5H9N3O2 overall. Source: OMol25; level of theory: ωB97M-V with the def2-TZVPD basis set.

Electronic energy, hartree: -510.5517
Maximum force, eV/A: 5.00
Relative energy (zero: lowest compared OMol25 entry of this formula, charge and spin), kcal per mole: 86.74
LUMO energy, eV: 0.443

Structure (XYZ):
```
19
Properties=species:S:1:pos:R:3:forces:R:3:nbo_charge:R:1
C 2.60724 0.53456 0.10719 1.13 -0.36 -2.32 0.156
C -3.67865 0.51188 0.55829 -0.26 -1.07 0.29 1.024
C -1.14212 -1.60500 -0.85054 1.85 -1.31 0.32 -0.527
C 0.26462 -0.90026 -1.28430 0.18 -1.56 0.69 -0.478
C -0.46286 -0.52905 -0.06334 -0.46 -1.69 -1.92 0.316
N 2.44058 0.35170 1.35645 -1.74 1.84 4.31 -0.772
N -0.39631 0.15296 0.95531 -1.81 2.17 2.35 -0.627
N 2.16352 1.64666 -0.44435 -2.09 2.27 -1.77 -0.819
O -3.77536 0.35389 -0.56840 -0.09 0.45 -1.92 -0.499
O -3.61504 0.50369 1.70420 0.21 0.65 1.56 -0.522
H -1.89839 -1.59150 -1.60273 -0.79 0.64 0.05 0.237
H -1.05464 -2.67204 -0.38016 0.14 2.13 -0.89 0.232
H 1.17240 -1.56346 -1.30022 -0.95 1.05 0.26 0.253
H 0.25444 -0.11991 -2.05892 -0.31 -0.61 0.19 0.230
H 2.97058 -0.30672 1.82871 1.00 -1.73 0.42 0.377
H 1.91254 0.91856 2.10723 0.65 -0.42 -2.01 0.346
H -1.30980 0.25294 1.51795 1.78 -0.89 -1.00 0.352
H 2.05778 1.67352 -1.45976 0.76 -0.40 0.53 0.375
H 1.48946 2.38760 -0.12260 0.79 -1.17 0.85 0.347
```
Forces are in eV/Å.

2.
ClFO4Sr as an isolated structure. Source: OMol25; level of theory: ωB97M-V with the def2-TZVPD basis set.

Electronic energy, hartree: -891.3072
Maximum force, eV/A: 3.97
Relative energy (zero: lowest compared OMol25 entry of this formula, charge and spin), kcal per mole: 98.64
LUMO energy, eV: -3.713

Structure (XYZ):
```
7
Properties=species:S:1:pos:R:3:forces:R:3:lowdin_charge:R:1
Sr 13.91322 -8.70975 -23.45573 1.79 1.57 1.99 1.686
F 13.46810 -6.52899 -18.87785 -0.23 -0.29 -0.49 -0.771
Cl 16.32295 -6.93556 -21.66737 1.62 -1.85 3.12 0.632
O 15.92869 -5.93961 -20.76098 -0.86 0.67 -1.06 -0.246
O 17.73248 -6.96289 -21.78668 0.59 0.27 -0.95 -0.303
O 15.91100 -8.24974 -21.14839 -1.18 -0.50 -1.04 -0.433
O 15.72801 -6.88144 -23.01979 -1.73 0.12 -1.56 -0.566
```
Forces are in eV/Å.

3.
C26H43AuN3P2 as an isolated structure. Source: OMol25; level of theory: ωB97M-V with the def2-TZVPD basis set.

2S+1: 3
Electronic energy, hartree: -1998.6471
Maximum force, eV/A: 5.74
Relative energy (zero: lowest compared OMol25 entry of this formula, charge and spin), kcal per mole: 6.49
Charge: +1
LUMO energy (alpha / beta), eV: -4.191 / -5.374

Structure (XYZ):
```
75
Properties=species:S:1:pos:R:3:forces:R:3:lowdin_spin:R:1
Au 4.18205 -1.45538 -1.02809 -3.75 3.86 2.01 0.000
C -0.02043 2.03568 -0.93037 0.03 0.04 -0.28 0.325
C -0.05677 1.09926 -1.99594 0.17 0.10 0.14 0.312
C -2.02381 0.92325 -0.83952 -0.38 -0.60 -0.11 0.321
C -1.25957 1.95686 -0.24889 -0.21 0.34 0.51 0.322
C -1.26385 0.36523 -1.90514 0.05 0.38 -0.18 0.321
C 1.06496 2.98889 -0.62943 0.66 0.22 0.12 0.045
H 2.00132 2.71390 -1.14548 -0.44 0.16 0.19 0.000
H 1.27746 3.00033 0.45428 -0.17 0.12 -0.46 0.009
H 0.79924 4.02179 -0.93009 0.05 -0.43 0.15 0.019
C -1.69747 2.81356 0.87270 0.23 -0.17 0.20 0.048
H -0.83840 3.22672 1.40373 -0.07 0.01 0.00 0.003
H -2.31474 2.24668 1.57544 -0.09 0.07 0.05 0.008
H -2.29634 3.65933 0.52069 -0.06 -0.05 -0.09 0.021
C -3.36343 0.46486 -0.42276 0.02 -0.22 0.24 0.048
H -4.15470 1.08051 -0.86388 0.05 0.07 0.01 0.022
H -3.46852 0.53809 0.66486 -0.15 0.04 0.00 0.008
H -3.54701 -0.57160 -0.72736 0.05 0.22 0.02 0.003
C -1.69047 -0.70973 -2.81809 0.09 -0.74 -0.37 0.045
H -2.45440 -0.36595 -3.53871 0.24 -0.04 0.29 0.019
H -2.13240 -1.54265 -2.24826 0.01 0.29 -0.26 0.009
H -0.83874 -1.12095 -3.39449 -0.48 0.27 0.29 0.001
C 0.90490 1.04074 -3.10581 -0.13 0.37 -0.59 0.044
H 0.54749 1.73850 -3.88917 0.18 -0.22 0.19 0.021
H 0.96746 0.06936 -3.56953 -0.04 -0.37 -0.08 0.004
H 1.90276 1.35866 -2.84213 0.23 0.11 0.22 0.003
C 6.20147 -1.97904 1.40780 1.38 1.01 0.73 0.000
C 6.71575 -1.14472 0.48651 0.77 -0.10 1.21 0.000
C 7.45836 -1.50310 -0.75131 0.04 -0.62 -0.62 0.000
C 6.88367 -2.72191 -1.50506 0.45 -0.11 -0.61 0.000
C 5.38872 -2.84071 -1.47723 0.71 -3.89 -1.19 0.000
C 4.70438 -3.62812 -0.50213 0.47 -0.29 -2.50 0.000
C 5.36941 -4.30627 0.60616 0.80 -0.43 1.58 0.000
C 6.38643 -3.46548 1.46851 -0.16 -0.62 0.14 0.000
H 8.51034 -1.73691 -0.52916 -0.17 0.25 0.06 0.000
H 7.30979 -3.67952 -1.13382 -0.18 0.63 -0.27 0.000
H 7.46380 -0.64706 -1.43788 0.04 -0.10 0.19 0.000
H 7.43070 -3.76193 1.22233 -0.68 0.36 0.02 0.000
H 5.85357 -1.53289 2.36151 0.08 -0.17 -0.82 0.000
H 6.84143 -0.09285 0.74890 -0.51 -0.18 -0.06 0.000
H 6.22708 -3.76320 2.52453 0.18 0.08 -0.62 0.000
H 4.62002 -4.74511 1.29936 0.36 0.22 -0.60 0.000
H 3.71530 -4.05707 -0.69030 0.31 0.62 -0.25 0.000
H 5.94889 -5.15874 0.18046 -0.51 0.38 0.12 0.000
H 7.15530 -2.61198 -2.57680 0.10 -0.30 0.68 0.000
H 4.83315 -2.59898 -2.48553 0.90 -1.32 0.59 0.000
P 2.55419 -0.08984 1.01264 0.11 0.49 1.34 0.004
P 1.25851 -2.63332 -0.16078 1.08 -1.24 -0.93 0.002
C 3.02940 -1.72304 1.85502 -0.18 0.08 -0.65 0.001
C 2.00516 -2.83456 1.54823 -0.46 -0.07 -0.25 0.000
H 3.09428 -1.58372 2.93573 0.18 0.10 -0.03 0.000
H 4.01018 -2.02960 1.45458 -0.51 0.26 0.44 0.000
H 2.47273 -3.82734 1.62845 -0.19 0.22 0.10 0.000
H 1.16689 -2.73702 2.26317 0.47 -0.26 -0.33 0.000
C -0.52090 -2.60723 0.15830 -0.67 0.41 0.00 0.002
H -0.96235 -1.87589 -0.54724 -0.03 -0.54 0.50 0.002
H -0.70442 -2.27498 1.19351 -0.07 -0.11 -0.43 0.000
H -0.93108 -3.61544 -0.01585 -0.05 0.49 0.15 0.000
C 1.35075 -4.31192 -1.07675 0.04 0.98 0.33 0.000
H 1.38971 -5.18341 -0.41726 -0.09 0.05 -0.13 0.000
H 2.21398 -4.28450 -1.75302 -0.28 -0.25 0.10 0.000
H 0.44789 -4.33123 -1.70597 0.30 -0.17 0.23 0.000
C 2.01367 0.88684 2.48838 -0.22 0.11 -0.01 0.000
H 1.70504 1.88712 2.11815 0.24 -0.48 0.45 0.000
H 2.83305 0.97665 3.23415 -0.51 0.02 -0.42 0.000
H 1.13391 0.37589 2.93058 0.55 0.31 -0.17 0.000
C 4.20127 0.75899 0.74329 0.02 -0.39 -0.10 0.001
H 4.48425 0.56497 -0.32794 0.31 0.61 0.47 0.000
H 5.01226 0.37564 1.38803 -0.60 0.46 -0.27 0.000
H 4.07385 1.84915 0.86211 0.06 -0.44 -0.17 0.000
N -0.18629 -1.35902 3.14184 0.10 -0.03 0.01 0.000
C -1.18096 -0.94649 3.59002 -1.13 0.58 0.34 0.000
N -2.27712 -0.51743 4.15990 1.37 -0.97 0.22 0.000
C -3.10793 0.28364 3.58649 -2.53 2.24 -1.42 0.001
N -3.94509 1.01728 3.15566 2.20 -1.69 0.68 0.002
```
Forces are in eV/Å.

4.
A 5-piece molecular cluster, C10H33BIO8P overall. Source: OMol25; level of theory: ωB97M-V with the def2-TZVPD basis set.

Electronic energy, hartree: -1666.6083
Maximum force, eV/A: 4.18
Structure (SMILES): COC[PH2](I)OB(O)O.CCO.CCO.CCO.CCO
LUMO energy, eV: 0.155

Structure (XYZ):
```
54
Properties=species:S:1:pos:R:3:forces:R:3:nbo_charge:R:1
C 5.32806 5.06144 -0.07744 0.02 1.11 0.53 -0.284
O 4.08551 4.40260 -0.58126 0.40 1.21 2.86 -0.562
C 3.23170 4.20679 0.62422 1.15 0.59 0.61 -0.362
P 1.60123 3.22962 0.20292 1.09 0.60 1.47 1.014
I 2.93088 1.67952 -1.25079 0.21 -0.86 -0.48 -0.298
O 0.71678 4.33142 1.22311 -3.58 0.03 -2.17 -1.032
B -0.63061 4.62698 0.69704 -0.44 1.86 0.77 1.328
O -1.12917 6.02583 0.86411 0.57 -2.81 -1.74 -0.934
O -1.55853 3.66728 0.06218 2.56 1.78 -1.30 -0.959
H 5.86477 5.68947 -0.92810 -1.28 -1.76 1.59 0.216
H 6.04963 4.29146 0.43155 -1.35 1.29 -1.16 0.192
H 5.02753 5.85557 0.75400 0.65 -1.58 -1.67 0.177
H 3.89375 3.62691 1.43018 -1.71 0.76 -1.61 0.219
H 2.92908 5.22733 1.14471 0.52 -1.97 -1.40 0.228
H 0.83656 3.54223 -0.97752 0.48 -0.22 0.86 0.007
H 1.32593 2.10729 1.10338 0.11 1.03 -1.03 0.040
H -1.79540 6.25157 0.14090 0.95 -0.80 1.48 0.504
H -1.49191 3.80250 -0.94740 -0.42 -0.36 2.27 0.504
C -0.97981 -2.31165 -0.78870 -0.09 -0.28 0.13 -0.650
C 0.15444 -1.30984 -0.85110 -0.44 -0.06 0.13 -0.057
O -0.29906 -0.09970 -1.43966 -0.22 0.54 -0.01 -0.726
H -1.36863 -2.51568 -1.79172 0.13 0.01 0.08 0.205
H -0.64539 -3.25199 -0.34148 -0.16 0.25 -0.13 0.251
H -1.81323 -1.91714 -0.19830 0.06 0.04 0.04 0.185
H 0.97585 -1.69884 -1.46000 -0.09 0.25 0.01 0.176
H 0.53999 -1.09076 0.14929 0.15 -0.18 0.04 0.152
H -1.02275 0.24201 -0.88692 0.36 -0.23 -0.30 0.458
C 1.71577 -5.62062 -2.42173 0.06 0.01 -0.25 -0.634
C 1.87224 -5.00494 -1.04677 -0.12 -0.29 -0.13 -0.060
O 0.60867 -4.92722 -0.40346 -0.11 -0.40 0.29 -0.737
H 1.02944 -5.02621 -3.03368 0.15 0.00 0.10 0.214
H 2.68056 -5.68353 -2.93292 -0.10 -0.05 0.00 0.212
H 1.28864 -6.62619 -2.34972 0.14 0.03 0.03 0.201
H 2.27862 -3.99223 -1.12468 -0.18 -0.08 0.14 0.178
H 2.54695 -5.60074 -0.42450 0.19 0.06 -0.09 0.157
H 0.26005 -5.83238 -0.33159 0.10 0.36 0.01 0.476
C 0.74974 -7.54553 3.38229 0.20 0.04 0.12 -0.633
C -0.30027 -6.88955 2.50980 0.05 -0.20 0.27 -0.068
O -0.62327 -7.73846 1.41824 -0.20 -0.29 -0.27 -0.732
H 1.65438 -7.75682 2.80276 -0.11 0.12 0.06 0.212
H 1.01323 -6.90173 4.22620 0.00 -0.11 -0.03 0.214
H 0.38843 -8.50391 3.76927 -0.03 0.11 0.07 0.196
H 0.07290 -5.94312 2.10756 -0.13 -0.18 -0.11 0.189
H -1.21266 -6.68696 3.07895 0.07 0.16 0.11 0.156
H -0.96154 -8.57298 1.78588 0.19 0.45 -0.27 0.465
C -6.21166 5.71720 -0.90951 -0.20 -0.05 -0.10 -0.634
C -4.79116 5.26384 -0.64362 -0.31 0.13 0.20 -0.063
O -3.87475 6.13809 -1.28578 0.56 0.45 0.04 -0.735
H -6.41501 5.73473 -1.98524 0.05 -0.09 0.14 0.214
H -6.93084 5.05084 -0.42490 0.02 0.11 -0.03 0.216
H -6.36922 6.73540 -0.53905 -0.02 -0.11 0.09 0.197
H -4.63171 4.25472 -1.03483 0.16 0.22 0.00 0.181
H -4.57602 5.25616 0.42927 -0.09 -0.20 0.02 0.164
H -4.01870 7.02996 -0.92542 0.00 -0.43 -0.26 0.464
```
Forces are in eV/Å.

5.
A 2-piece molecular cluster, C4H12 overall. Source: OMol25; level of theory: ωB97M-V with the def2-TZVPD basis set.

Electronic energy, hartree: -159.5580
Maximum force, eV/A: 3.50
Structure (SMILES): CC.CC
Relative energy (zero: lowest compared OMol25 entry of this formula, charge and spin), kcal per mole: 16.93
LUMO energy, eV: 1.119

Structure (XYZ):
```
16
Properties=species:S:1:pos:R:3:forces:R:3:nbo_charge:R:1
C 2.99669 -0.49017 1.12629 -2.33 -0.99 -0.38 -0.607
C 1.55546 -0.77580 0.53816 0.26 -2.26 2.66 -0.598
H 3.03300 -0.83419 2.14310 0.06 -0.56 0.45 0.201
H 3.62261 -1.08378 0.51263 1.37 -0.14 -0.34 0.204
H 3.26208 0.54421 1.21488 0.08 0.62 -0.67 0.206
H 1.23188 -1.90729 0.51071 1.20 1.92 0.06 0.196
H 1.38818 -0.40710 -0.41393 -0.14 0.91 -1.89 0.199
H 0.83108 -0.36996 1.22176 -0.52 0.50 0.11 0.198
C -1.82917 1.28443 -0.65648 -2.07 1.03 0.56 -0.615
C -2.55843 0.02857 -1.13845 1.83 -1.11 1.47 -0.596
H -0.84685 1.64916 -0.96995 -0.05 -0.91 -0.22 0.214
H -2.54918 2.09329 -0.94691 0.76 -0.17 0.47 0.197
H -1.89029 1.19957 0.44109 0.48 0.50 -0.29 0.202
H -2.02436 -0.89715 -0.80412 -0.21 0.59 -0.60 0.195
H -2.73077 0.00189 -2.17462 -0.20 -0.14 -1.37 0.201
H -3.49193 -0.03568 -0.60417 -0.52 0.21 0.00 0.203
```
Forces are in eV/Å.

6.
An isolated ion of composition C3H6ClN2 and charge +1. Source: OMol25; level of theory: ωB97M-V with the def2-TZVPD basis set.

Electronic energy, hartree: -687.2386
Maximum force, eV/A: 4.21
Relative energy (zero: lowest compared OMol25 entry of this formula, charge and spin), kcal per mole: 76.40
Charge: +1
LUMO energy, eV: -6.866

Structure (XYZ):
```
12
Properties=species:S:1:pos:R:3:forces:R:3:nbo_charge:R:1
C 0.49733 -0.72013 -1.14616 1.41 -1.96 -3.45 0.318
C 0.18109 0.92428 0.56284 1.96 2.41 0.91 -0.384
C -0.91561 0.23097 1.29618 -0.20 -0.37 1.00 0.098
N 0.16788 -1.67307 -0.39268 -0.81 2.85 1.90 -0.693
N 0.35391 0.58252 -0.78372 -0.58 -1.38 -0.91 -0.598
Cl -2.44067 0.11195 0.73583 -0.19 0.11 -0.77 0.317
H 0.97860 -0.91846 -2.27519 -1.29 0.83 2.92 0.215
H 0.22927 2.09529 0.52471 -1.34 -1.76 0.69 0.327
H 1.19346 0.85020 1.01604 -0.82 -0.83 0.75 0.276
H -0.97708 -0.13823 2.37084 1.33 0.59 -1.39 0.284
H 0.37388 -2.63139 -0.43791 0.45 -1.13 -0.81 0.413
H 0.35793 1.28605 -1.47077 0.08 0.67 -0.84 0.428
```
Forces are in eV/Å.

The lowest maximum force belongs to which entry?
C4H12

Copy entry 5 word for word.
A 2-piece molecular cluster, C4H12 overall. Source: OMol25; level of theory: ωB97M-V with the def2-TZVPD basis set.

Electronic energy, hartree: -159.5580
Maximum force, eV/A: 3.50
Structure (SMILES): CC.CC
Relative energy (zero: lowest compared OMol25 entry of this formula, charge and spin), kcal per mole: 16.93
LUMO energy, eV: 1.119

Structure (XYZ):
```
16
Properties=species:S:1:pos:R:3:forces:R:3:nbo_charge:R:1
C 2.99669 -0.49017 1.12629 -2.33 -0.99 -0.38 -0.607
C 1.55546 -0.77580 0.53816 0.26 -2.26 2.66 -0.598
H 3.03300 -0.83419 2.14310 0.06 -0.56 0.45 0.201
H 3.62261 -1.08378 0.51263 1.37 -0.14 -0.34 0.204
H 3.26208 0.54421 1.21488 0.08 0.62 -0.67 0.206
H 1.23188 -1.90729 0.51071 1.20 1.92 0.06 0.196
H 1.38818 -0.40710 -0.41393 -0.14 0.91 -1.89 0.199
H 0.83108 -0.36996 1.22176 -0.52 0.50 0.11 0.198
C -1.82917 1.28443 -0.65648 -2.07 1.03 0.56 -0.615
C -2.55843 0.02857 -1.13845 1.83 -1.11 1.47 -0.596
H -0.84685 1.64916 -0.96995 -0.05 -0.91 -0.22 0.214
H -2.54918 2.09329 -0.94691 0.76 -0.17 0.47 0.197
H -1.89029 1.19957 0.44109 0.48 0.50 -0.29 0.202
H -2.02436 -0.89715 -0.80412 -0.21 0.59 -0.60 0.195
H -2.73077 0.00189 -2.17462 -0.20 -0.14 -1.37 0.201
H -3.49193 -0.03568 -0.60417 -0.52 0.21 0.00 0.203
```
Forces are in eV/Å.